(1)
# C32H37N8SSeSiTi

A structure of composition C32H37N8SSeSiTi (wB97M-V/def2-TZVPD, the Open Molecules 2025 dataset).

XYZ file:
```
81
Properties=species:S:1:pos:R:3:forces:R:3:mulliken_charge:R:1
Ti 0.009 0.611 -0.092 -0.9 0.1 0.3 -1.01
C 0.016 0.755 5.464 0.0 0.0 0.0 -0.58
C 0.413 2.022 5.053 0.0 0.0 0.0 -0.77
C 0.357 2.379 3.716 0.0 0.1 0.0 -0.39
C -0.106 1.470 2.767 -0.1 0.1 0.2 0.03
C -0.512 0.203 3.182 0.0 0.0 -0.1 -0.03
C -0.443 -0.151 4.520 0.0 0.0 0.0 -0.96
N -0.174 1.837 1.395 0.2 0.1 -0.2 2.15
N -0.358 3.173 1.227 -0.1 0.0 0.3 -1.14
C -0.460 3.467 -0.041 0.2 -0.4 -0.3 0.13
C -0.609 4.817 -0.482 -0.2 0.0 -0.1 -0.85
C -0.772 5.068 -1.801 0.0 0.1 0.1 -0.49
C -0.774 3.988 -2.731 0.0 0.0 -0.1 -0.96
C -0.561 2.730 -2.281 0.0 0.0 0.1 -0.62
N -0.369 2.431 -0.956 0.2 0.4 0.1 1.35
H 0.061 0.481 6.509 0.0 0.0 0.0 0.40
H 0.771 2.738 5.781 0.0 0.0 0.0 0.37
H 0.648 3.367 3.389 0.0 0.0 0.0 0.45
H -0.925 -0.495 2.464 0.0 0.0 0.0 0.18
H -0.766 -1.138 4.828 0.0 0.0 0.0 0.44
H -0.599 5.595 0.266 0.0 0.0 0.0 0.54
H -0.891 6.084 -2.154 0.0 0.0 0.0 0.41
H -0.910 4.165 -3.789 0.0 0.0 0.0 0.49
H -0.501 1.900 -2.972 0.0 0.0 0.0 0.53
C -1.827 -2.621 -1.287 0.0 0.0 0.1 -1.43
C -0.745 -2.648 -0.248 0.1 -0.1 0.0 0.54
C -0.413 -3.813 0.403 0.0 0.0 0.0 -1.18
C 0.680 -3.813 1.280 0.0 0.0 0.0 -0.87
C 1.412 -2.672 1.490 0.0 -0.1 0.1 -0.96
C 1.027 -1.505 0.806 0.1 0.1 -0.1 0.33
N -0.045 -1.518 -0.033 0.0 -0.5 -0.2 1.66
N 1.557 -0.268 0.862 -0.1 0.1 0.1 0.76
Si 3.075 0.208 1.609 0.1 0.0 -0.1 -0.09
C 3.299 2.040 1.290 0.0 0.0 0.0 -0.92
C 4.410 -0.766 0.720 0.0 0.0 0.0 -1.08
C 3.140 -0.130 3.440 0.0 0.0 0.0 -0.96
H -1.554 -3.252 -2.136 0.0 0.0 0.0 0.43
H -1.974 -1.606 -1.644 -0.1 0.0 0.0 -0.17
H -2.768 -3.004 -0.889 0.0 0.0 0.0 0.50
H -0.968 -4.719 0.206 0.0 0.0 0.0 0.55
H 0.958 -4.728 1.787 0.0 0.0 0.0 0.49
H 2.261 -2.651 2.157 0.0 0.0 0.0 0.41
H 3.801 2.228 0.338 0.0 0.0 0.0 0.28
H 3.927 2.471 2.073 0.0 0.0 0.0 0.50
H 2.349 2.579 1.300 0.0 0.0 0.0 0.12
H 4.151 -0.912 -0.332 0.0 0.0 0.0 0.22
H 4.568 -1.752 1.163 0.0 0.0 0.0 0.33
H 5.365 -0.235 0.759 0.0 0.0 0.0 0.40
H 2.409 0.474 3.974 -0.1 0.0 0.1 0.17
H 4.131 0.129 3.823 0.0 0.0 0.0 0.46
H 2.957 -1.177 3.688 0.0 0.0 0.0 0.28
S 3.672 1.275 -2.745 0.0 0.0 0.0 -0.20
C 2.223 1.537 -1.885 0.1 -0.1 -0.1 -0.45
N 1.365 0.557 -1.874 0.1 0.0 -0.1 0.93
C 1.840 -0.514 -2.635 0.2 -0.1 -0.1 -0.98
C 1.167 -1.700 -2.927 -0.1 0.0 0.0 0.03
C 1.789 -2.647 -3.711 0.0 0.0 0.0 -0.90
C 3.074 -2.435 -4.224 0.0 0.1 0.0 -0.60
C 3.745 -1.257 -3.971 0.0 -0.1 -0.1 -0.60
C 3.111 -0.304 -3.180 -0.1 0.1 0.1 0.98
H 2.051 2.468 -1.364 0.0 0.0 0.0 0.30
H 0.172 -1.860 -2.546 0.0 0.0 0.0 0.31
H 1.274 -3.571 -3.941 0.0 0.0 0.0 0.45
H 3.542 -3.196 -4.833 0.0 0.0 0.0 0.40
H 4.730 -1.074 -4.378 0.0 0.0 0.0 0.45
C -3.515 0.752 -2.761 0.1 0.0 -0.1 -0.81
N -4.206 -0.189 -1.899 0.0 -0.1 0.0 0.29
C -5.209 -1.057 -2.285 0.1 0.1 0.0 -0.39
C -5.590 -1.732 -1.181 0.0 0.0 0.1 -0.48
N -4.810 -1.274 -0.138 0.0 -0.1 0.0 0.28
C -4.871 -1.729 1.244 0.0 -0.1 0.0 -0.85
C -3.951 -0.342 -0.588 0.0 0.0 0.1 -0.47
Se -2.740 0.600 0.476 0.2 0.1 -0.2 0.04
H -4.084 0.875 -3.679 0.0 0.0 0.0 0.37
H -2.518 0.382 -3.007 0.0 0.0 0.0 0.13
H -3.417 1.709 -2.254 0.0 0.0 0.0 0.40
H -5.570 -1.103 -3.297 0.0 0.0 0.0 0.48
H -6.349 -2.481 -1.044 0.0 0.0 0.0 0.46
H -5.720 -2.398 1.354 0.0 0.0 0.0 0.32
H -4.984 -0.878 1.910 0.0 0.0 0.0 0.37
H -3.950 -2.252 1.501 0.0 0.0 0.0 0.29
```
Forces are in eV/Å.

For the energy, the calculation gives -5618.221455 Ha. The calculation puts the relative energy (zero: lowest compared OMol25 entry of this formula, charge and spin) at 17.9 kJ/mol. Its lowest unoccupied orbital energy (alpha / beta) is -2.75 / -2.75 eV. Its charge is +1. As for the HOMO-LUMO gap (alpha / beta): 6.51 / 6.51 eV.

---

(2)
# C2H3NO

An isolated molecule of C2H3NO in a non-equilibrium geometry (wB97M-V/def2-TZVPD, the Open Molecules 2025 dataset).

XYZ file:
```
7
Properties=species:S:1:pos:R:3:forces:R:3:nbo_charge:R:1
C -1.059 -0.384 0.218 -1.4 -1.9 -1.1 0.00
N -0.335 0.608 0.225 4.2 2.2 -0.4 -0.48
C 1.083 0.464 -0.192 -2.4 -4.0 2.1 0.53
O 1.712 -0.553 0.013 -0.5 1.3 -0.4 -0.52
H -2.028 -0.085 0.552 -1.1 -1.0 0.4 0.18
H -0.824 -1.383 -0.243 -0.1 0.8 0.7 0.17
H 1.452 1.333 -0.573 1.3 2.6 -1.3 0.12
```
Forces are in eV/Å.

For the energy, the calculation gives -207.950913 Ha. The calculation puts the relative energy (zero: lowest compared OMol25 entry of this formula, charge and spin) at 122.7 kJ/mol. Its lowest unoccupied orbital energy is 0.24 eV. Its charge is 0. As for the HOMO-LUMO gap: 10.19 eV.

---

(3)
# C4H12N3

A cluster of 2 separate species, C4H12N3 in total in a non-equilibrium geometry (wB97M-V/def2-TZVPD, the Open Molecules 2025 dataset).

XYZ file:
```
19
Properties=species:S:1:pos:R:3:forces:R:3:nbo_charge:R:1
C -0.428 1.631 2.399 -0.2 -0.9 -2.2 -0.31
C 0.144 -1.209 -2.269 4.9 -1.0 0.4 -0.73
C 1.815 0.196 1.007 0.1 0.9 0.2 -0.46
C -0.874 -0.448 -1.680 -1.3 2.2 -1.0 0.35
N -0.292 1.244 1.126 -1.2 0.9 -0.1 -0.19
N 0.629 0.656 0.432 -2.4 0.7 -1.7 -0.41
N -1.517 -0.971 -0.737 -1.8 -1.1 1.9 -0.60
H -1.363 2.016 2.705 -0.7 0.5 0.0 0.21
H 0.187 1.172 3.097 1.4 -0.3 1.2 0.20
H 0.261 -2.183 -1.750 -0.2 0.5 -0.3 0.24
H 1.245 -0.746 -2.182 -2.6 -0.4 -0.1 0.32
H 0.009 -1.388 -3.296 -0.3 -0.1 -1.5 0.28
H 2.101 -0.516 0.217 1.0 0.0 1.2 0.21
H 2.495 1.053 1.161 0.4 -0.4 -0.4 0.22
H 1.631 -0.141 2.012 0.3 -1.2 0.5 0.19
H -1.345 0.509 -2.104 1.4 -1.2 0.8 0.25
H -2.188 -0.425 -0.242 -0.8 0.1 0.2 0.42
H -1.410 -1.929 -0.375 0.5 0.7 -0.3 0.44
H -1.101 1.479 0.476 1.4 0.1 1.4 0.38
```
Forces are in eV/Å.

For the energy, the calculation gives -323.483534 Ha. The calculation puts the relative energy (zero: lowest compared OMol25 entry of this formula, charge and spin) at 511.3 kJ/mol. Its lowest unoccupied orbital energy is -4.54 eV. Its charge is +1. As for the HOMO-LUMO gap: 6.69 eV.

---

(4)
# CH2F3OPS

An isolated molecule of CH2F3OPS in a non-equilibrium geometry (wB97M-V/def2-TZVPD, the Open Molecules 2025 dataset).

XYZ file:
```
9
Properties=species:S:1:pos:R:3:forces:R:3:nbo_charge:R:1
C 0.875 -0.603 -1.109 2.3 0.3 2.5 0.73
O -1.238 0.747 1.942 -1.8 1.7 2.7 -0.75
F 0.305 -1.222 -2.081 -0.8 -0.7 -1.4 -0.31
F 1.984 -1.421 -0.709 -1.6 1.2 -0.6 -0.38
F 1.440 0.571 -1.562 0.0 -0.9 -0.3 -0.36
P -0.122 0.027 0.425 1.4 0.2 -2.4 0.40
S -1.435 1.593 3.209 0.4 -0.7 -1.2 0.67
H -0.512 1.053 -0.557 -0.3 -0.6 1.4 0.01
H -1.297 -0.744 0.442 0.3 -0.4 -0.6 -0.01
```
Forces are in eV/Å.

For the energy, the calculation gives -1153.549024 Ha. The calculation puts the relative energy (zero: lowest compared OMol25 entry of this formula, charge and spin) at 362.4 kJ/mol. Its lowest unoccupied orbital energy (alpha / beta) is -2.74 / -2.55 eV. Its charge is 0. As for the HOMO-LUMO gap (alpha / beta): 6.65 / 6.67 eV.

---

(5)
# C5H10N

A cluster of 2 separate species, C5H10N in total in a non-equilibrium geometry (wB97M-V/def2-TZVPD, the Open Molecules 2025 dataset).

XYZ file:
```
16
Properties=species:S:1:pos:R:3:forces:R:3:nbo_charge:R:1
C -2.255 1.131 0.209 1.3 0.4 0.1 -0.42
C -1.801 -0.058 0.023 3.1 -2.1 -1.1 -0.13
C 1.084 0.423 1.041 0.0 0.6 1.0 -0.45
C 1.167 1.119 -0.268 0.4 -0.6 -0.9 -0.43
C 0.384 -0.082 -0.128 -5.0 -1.1 1.0 0.12
N 0.719 -1.434 -0.650 -0.8 -2.6 2.8 -0.73
H -3.274 1.317 0.057 -1.4 0.5 0.3 0.25
H -1.538 1.898 0.439 -0.2 0.7 0.0 0.21
H -2.406 -0.986 -0.197 1.2 0.9 0.1 0.22
H 1.957 -0.152 1.240 0.6 -0.2 0.9 0.22
H 0.546 0.944 1.867 0.6 -0.8 -0.7 0.27
H 0.611 1.984 -0.378 -0.8 1.7 -0.3 0.25
H 2.008 1.019 -0.911 0.9 0.3 -0.2 0.24
H -0.130 -1.640 -1.171 0.3 -0.4 -0.8 0.46
H 0.575 -2.132 0.267 1.0 2.0 -3.0 0.47
H 1.598 -1.697 -1.186 -1.1 0.8 0.8 0.46
```
Forces are in eV/Å.

For the energy, the calculation gives -250.831410 Ha. The calculation puts the relative energy (zero: lowest compared OMol25 entry of this formula, charge and spin) at 456.5 kJ/mol. Its lowest unoccupied orbital energy is -3.79 eV. Its charge is +1. As for the HOMO-LUMO gap: 10.24 eV.